# 1
A 2-piece molecular cluster, C3H5N3 overall, computed with ωB97M-V/def2-TZVPD.

XYZ file:
```
11
Properties=species:S:1:pos:R:3:nbo_charge:R:1
N -1.483 1.903 0.754 -0.7280
C -0.313 1.618 0.526 0.6606
C -0.660 -1.707 -0.283 -0.2467
N 0.556 -1.443 -0.540 -0.3066
C 1.594 -0.826 -0.785 -0.0189
N 0.848 1.241 0.488 -0.7357
H -2.156 1.869 0.000 0.3994
H -1.257 -0.943 0.213 0.1895
H -1.082 -2.676 -0.528 0.1960
H 2.364 -0.878 -0.006 0.1782
H 1.591 1.843 0.163 0.4123
```

Computed properties:
F_max   0.728 eV/A
Energy relative to the best compared isomer or geometry (same formula, charge and spin)   3.778 eV
HOMO   -8.08 eV

---

# 2
C3H5N3 in the gas phase at a distorted geometry, computed with ωB97M-V/def2-TZVPD.

XYZ file:
```
11
Properties=species:S:1:pos:R:3:nbo_charge:R:1
H -1.373 -1.791 1.830 0.2761
N -1.181 -1.317 2.741 -0.3347
N -0.874 -0.108 2.681 -0.1452
C -0.726 0.444 1.494 0.0125
C -0.235 0.533 0.382 0.1707
N 0.350 0.947 -0.702 -0.5936
C 0.746 0.033 -1.746 -0.3989
H 0.791 1.849 -0.629 0.3995
H 1.713 -0.439 -1.533 0.1929
H 0.804 0.595 -2.676 0.2058
H -0.015 -0.746 -1.842 0.2149
```

Computed properties:
F_max   1.244 eV/A
SMILES string   [H]/N=N\C#CNC
Energy relative to the best compared isomer or geometry (same formula, charge and spin)   4.359 eV
HOMO   -8.62 eV